This record from OMol25 describes C42H40BrFN3PS4Se2Sr as an isolated structure. The level of theory is the ωB97M-V functional and the def2-TZVPD basis.

```
95
Properties=species:S:1:pos:R:3:forces:R:3:mulliken_charge:R:1
Sr 0.7986 -0.7161 0.7829 -0.150 0.433 0.318 0.80
Br 4.1946 -6.5056 6.2094 0.002 -0.005 0.011 -0.25
C 3.9618 -5.2804 4.7670 -0.007 0.005 -0.009 0.23
C 3.3253 -4.0708 4.9935 0.013 -0.002 -0.018 -0.83
C 3.1530 -3.1821 3.9449 0.036 -0.007 0.001 -0.21
C 3.6338 -3.5084 2.6788 -0.049 0.023 0.096 -0.31
C 4.2638 -4.7317 2.4677 -0.003 0.011 -0.040 -0.19
C 4.4293 -5.6286 3.5144 -0.008 0.005 0.014 -0.60
N 3.4392 -2.6154 1.5985 -0.017 -0.088 -0.044 0.51
C 4.4720 -2.1850 1.0175 0.050 0.032 -0.008 -0.34
C 4.4037 -1.3545 -0.2023 -0.015 -0.003 0.081 0.24
C 5.5704 -1.0900 -0.9088 -0.013 -0.001 -0.012 -0.94
C 5.4850 -0.4115 -2.1140 -0.004 -0.010 0.003 -0.37
C 4.2362 -0.0427 -2.5787 -0.004 0.003 -0.001 -1.19
C 3.1276 -0.3277 -1.7914 0.067 -0.015 -0.016 -0.74
N 3.2058 -0.9402 -0.6146 -0.113 0.014 -0.275 0.52
H 2.9506 -3.8165 5.9752 -0.003 -0.003 -0.001 0.46
H 2.6704 -2.2272 4.1085 0.015 -0.014 0.009 0.47
H 4.5982 -4.9961 1.4716 -0.003 0.016 -0.003 0.46
H 4.9078 -6.5847 3.3519 0.001 0.001 0.000 0.39
H 5.4803 -2.4287 1.3705 0.005 -0.017 0.017 0.33
H 6.5215 -1.4253 -0.5156 0.002 0.002 0.000 0.42
H 6.3779 -0.1879 -2.6844 0.002 0.002 0.000 0.39
H 4.1068 0.4714 -3.5210 0.004 -0.004 0.002 0.47
H 2.1351 -0.0452 -2.1250 -0.001 0.023 0.033 0.87
Se -1.0146 1.6013 1.9773 0.100 0.268 0.029 -0.28
P -0.0984 3.0034 0.6711 0.076 -0.028 0.124 1.18
Se 1.2400 2.2138 -0.8264 0.048 -0.053 -0.045 -0.52
C 0.8542 4.2355 1.6333 -0.019 0.092 -0.119 0.41
C 1.1285 5.4866 1.0834 -0.026 -0.013 0.008 -0.52
C 1.8914 6.4052 1.7847 0.029 0.015 0.039 -0.59
C 2.3980 6.0722 3.0372 0.000 0.025 -0.038 -0.39
C 2.1398 4.8218 3.5773 -0.011 -0.037 -0.011 -0.69
C 1.3654 3.9014 2.8802 0.023 -0.059 0.019 -0.31
C -1.3855 4.0428 -0.1175 -0.012 -0.035 -0.039 0.08
C -2.3394 4.6474 0.7004 0.003 -0.003 0.000 -0.55
C -3.3491 5.4144 0.1452 -0.005 0.007 0.003 -0.62
C -3.4258 5.5734 -1.2349 -0.004 0.002 0.000 -0.44
C -2.4865 4.9650 -2.0511 -0.004 0.000 0.004 -0.53
C -1.4653 4.2038 -1.4927 -0.001 -0.016 -0.008 -0.01
H 0.7444 5.7351 0.1002 0.000 0.016 0.015 0.34
H 2.0969 7.3789 1.3549 -0.002 0.000 0.002 0.37
H 3.0004 6.7877 3.5855 -0.004 0.002 0.001 0.34
H 2.5479 4.5488 4.5427 -0.008 -0.005 -0.002 0.42
H 1.1777 2.9116 3.2827 -0.002 0.005 0.022 0.14
H -2.2963 4.4887 1.7717 0.002 0.003 0.001 0.36
H -4.0893 5.8762 0.7878 0.000 -0.002 -0.003 0.39
H -4.2270 6.1598 -1.6697 0.003 0.000 0.002 0.34
H -2.5512 5.0682 -3.1279 0.001 0.000 0.004 0.39
H -0.7316 3.7141 -2.1213 0.002 -0.004 0.005 0.02
C -0.7026 1.1534 -4.1600 0.045 -0.011 0.019 -1.36
C -1.3306 -0.1482 -3.6575 -0.027 -0.017 0.022 1.04
C -1.9219 -0.9230 -4.8399 0.007 0.026 -0.016 -1.68
C -2.3690 0.0989 -2.5749 -0.040 -0.034 -0.001 0.86
C -3.4402 0.9412 -2.8569 -0.015 -0.012 0.004 -0.17
C -4.4108 1.2078 -1.9074 0.013 0.005 -0.005 -1.60
C -4.3081 0.6279 -0.6523 0.006 0.017 0.022 -0.66
C -3.2586 -0.2244 -0.3279 0.007 0.080 0.082 0.78
C -3.1596 -0.8353 1.0578 -0.103 -0.124 -0.035 2.25
C -3.8795 -0.0362 2.1411 -0.122 0.019 -0.009 -1.96
C -3.6571 -2.2842 1.0726 -0.023 -0.013 0.014 -1.36
C -2.2770 -0.5022 -1.3011 0.164 0.117 0.003 -0.96
N -1.1666 -1.3040 -0.9596 0.175 -0.232 0.035 2.02
C -1.1418 -2.5432 -1.4791 -0.047 0.041 -0.119 -0.79
C -2.1597 -3.1878 -2.2371 -0.012 0.040 0.060 -0.57
C -2.0189 -4.4762 -2.7257 0.010 -0.028 0.009 -0.84
C -0.8697 -5.2268 -2.5068 -0.010 0.012 -0.016 -0.65
C 0.1555 -4.6400 -1.7626 -0.004 0.009 0.005 -0.77
C -0.0099 -3.3682 -1.2941 0.039 0.011 0.062 0.03
F 1.0251 -2.8108 -0.5606 -0.005 -0.331 -0.121 0.21
H 0.0696 0.9372 -4.9061 -0.012 0.002 0.001 0.47
H -0.2405 1.7020 -3.3394 -0.015 0.027 0.019 0.00
H -1.4489 1.7965 -4.6356 0.005 0.001 0.017 0.37
H -0.5380 -0.7503 -3.2110 0.012 -0.016 -0.011 -0.09
H -2.7258 -0.3463 -5.3081 0.009 -0.005 -0.003 0.32
H -2.3264 -1.8843 -4.5268 0.002 0.005 0.001 0.37
H -1.1548 -1.1063 -5.5986 -0.005 -0.008 0.003 0.42
H -3.5078 1.4083 -3.8349 0.002 -0.003 0.001 0.24
H -5.2287 1.8827 -2.1334 -0.005 -0.002 -0.001 0.35
H -5.0495 0.8621 0.1014 0.002 -0.008 -0.001 0.32
H -2.1019 -0.8642 1.3298 -0.099 -0.035 -0.016 -0.83
H -4.9671 -0.1492 2.0630 -0.004 -0.024 -0.003 0.50
H -3.6328 1.0256 2.0837 -0.107 -0.087 -0.007 0.37
H -3.5643 -0.4103 3.1168 -0.017 -0.023 -0.001 0.19
H -4.7174 -2.3235 0.7982 0.002 0.002 -0.004 0.29
H -3.5335 -2.6984 2.0759 0.010 0.016 -0.015 0.34
H -3.1024 -2.9094 0.3736 0.020 -0.005 -0.051 0.28
H -3.0786 -2.6430 -2.4148 -0.003 -0.004 0.015 0.70
H -2.8398 -4.9087 -3.2885 0.002 0.002 0.001 0.38
H -0.7705 -6.2349 -2.8859 -0.001 -0.002 0.002 0.36
H 1.0774 -5.1624 -1.5371 -0.005 0.004 -0.001 0.42
S 2.4331 0.2438 3.1132 0.119 0.022 -0.029 -0.48
S 1.0265 -0.3026 4.5302 -0.115 -0.087 0.008 -0.24
S -0.0003 -1.9165 3.5527 0.187 0.034 -0.154 -0.18
S -1.7502 -2.1930 4.5429 -0.039 0.037 0.041 -0.62
```
Positions in Å, forces in eV/Å.

- Net charge: -2
- ΔE to the lowest compared entry with this formula, charge and spin: 118.1 kJ/mol
- Strongest force on any atom: 0.56 eV Å⁻¹
- HOMO: -0.798 eV
- Frontier orbital gap: 0.163 hartree


This record from OMol25 describes C42H40CuN2O6P2 as an isolated structure at a distorted geometry. The level of theory is the ωB97M-V functional and the def2-TZVPD basis.

```
93
Properties=species:S:1:pos:R:3:forces:R:3:mulliken_charge:R:1
Cu -2.7070 -0.9326 0.4851 -0.570 -0.502 0.832 -0.43
C -0.5327 0.0808 5.2270 0.115 0.514 -0.345 -0.60
C 0.3934 0.6506 4.4478 -0.831 0.442 0.479 -0.11
C 1.7982 0.1862 4.3086 0.113 0.098 -0.250 -0.80
C 1.7843 -0.7209 3.0775 0.626 -0.187 -0.080 -0.15
C 1.6062 -2.1569 3.4874 -0.363 -0.427 -0.175 -0.43
C 1.1644 -2.6611 4.6527 0.509 -0.383 -0.567 -0.26
C 0.8154 -2.0986 6.0100 -0.642 -0.115 0.452 -1.36
C -0.2841 -1.0099 6.2201 0.025 -0.825 0.405 0.20
C -2.4579 -1.0150 -1.3809 0.955 0.451 -0.263 -0.14
H -1.5930 0.3862 5.1606 0.732 0.032 -0.082 0.32
H 0.1168 1.4369 3.7284 -0.126 -0.332 0.424 0.18
H 2.1451 -0.3781 5.1731 -0.023 0.176 -0.115 0.42
H 2.5169 0.9959 4.1669 -0.225 0.220 -0.019 0.42
H 1.0033 -0.3964 2.3519 0.389 -0.313 0.416 0.06
H 2.7450 -0.6411 2.5455 -0.148 -0.077 0.007 0.40
H 1.9040 -2.8598 2.6859 -0.418 0.157 0.601 0.34
H 1.1465 -3.7520 4.7290 0.061 0.194 -0.452 0.32
H 1.7258 -1.7784 6.5327 -0.039 -0.198 -0.138 0.54
H 0.4123 -2.9833 6.5583 0.527 0.790 -0.108 0.48
H -1.2167 -1.5792 6.3137 0.136 0.327 0.004 -0.22
H -0.0748 -0.6128 7.2342 -0.293 0.112 -0.455 0.27
H -3.3195 -1.5461 -1.8333 0.483 0.501 -0.005 0.34
H -1.4954 -1.4962 -1.6549 -0.442 -0.048 -0.051 -0.24
H -2.3499 0.0512 -1.6815 -0.438 -0.464 -0.397 -0.06
P 0.3990 2.7723 -3.0833 1.312 1.231 1.106 0.26
P 1.2964 -0.1287 -4.3873 1.578 -0.132 -1.000 0.19
C 2.0820 2.1045 -2.9218 0.283 -1.366 -0.667 -0.61
C 2.4676 1.0262 -3.6412 -0.028 1.447 0.769 -0.97
C 0.8335 4.4157 -3.8975 -0.398 -0.278 -0.911 0.33
C 2.1235 4.9638 -3.8318 0.193 0.060 -0.015 0.15
C 2.4460 6.1437 -4.5100 -0.301 -0.198 0.071 -0.69
C 1.4841 6.7740 -5.2982 -0.062 0.033 0.150 -0.39
C 0.2031 6.2294 -5.4107 0.190 -0.011 0.160 -0.59
C -0.1126 5.0501 -4.7329 0.173 -0.105 0.291 -0.54
C 0.2068 3.2025 -1.3241 -0.864 -0.150 -0.185 0.58
C 0.0182 2.1259 -0.4344 0.044 0.108 0.254 -0.46
C -0.1401 2.3631 0.9326 0.057 0.125 -0.117 -0.54
C -0.1123 3.6807 1.4213 0.015 -0.156 -0.405 -0.42
C 0.0410 4.7537 0.5280 0.022 -0.087 -0.346 -0.67
C 0.1644 4.5182 -0.8501 -0.080 0.311 0.522 -0.34
C 2.3308 -0.2609 -5.9516 -0.492 0.036 -0.731 0.27
C 2.5340 0.9128 -6.7188 0.195 -0.161 0.047 -0.31
C 3.3654 0.9103 -7.8470 -0.190 -0.209 0.233 -0.68
C 3.9699 -0.2833 -8.2592 -0.209 0.081 0.182 -0.37
C 3.7361 -1.4611 -7.5484 -0.296 0.065 0.128 -0.61
C 2.8994 -1.4560 -6.4198 0.180 -0.029 -0.134 -0.19
C 1.7994 -1.6834 -3.5369 -0.687 -0.355 0.212 0.37
C 0.9541 -2.8055 -3.6610 0.393 0.166 0.045 -0.45
C 1.3095 -4.0144 -3.0581 0.187 0.094 0.040 -0.63
C 2.4965 -4.1184 -2.3174 -0.232 0.393 -0.103 -0.48
C 3.3253 -2.9990 -2.1854 -0.224 0.031 -0.091 -0.74
C 2.9720 -1.7834 -2.7814 0.105 -0.227 0.055 0.18
H 2.7556 2.6196 -2.2217 -0.193 -0.085 -0.522 0.82
H 3.5304 0.8602 -3.8508 -0.256 -0.153 0.414 0.87
H 2.9152 4.4721 -3.2727 -0.236 0.142 0.012 0.31
H 3.4476 6.5691 -4.4137 -0.330 -0.197 -0.055 0.39
H 1.7331 7.7030 -5.8124 -0.094 -0.279 0.092 0.37
H -0.5440 6.7401 -6.0221 0.199 -0.295 0.180 0.38
H -1.0997 4.6132 -4.8590 0.086 0.072 0.079 0.41
H -0.0179 1.1095 -0.8283 -0.092 0.106 0.211 0.38
H -0.3072 1.5215 1.6118 0.045 0.324 -0.315 0.39
H -0.2350 3.8715 2.4930 0.049 -0.092 -0.454 0.45
H 0.0476 5.7846 0.8977 -0.019 -0.448 -0.134 0.37
H 0.2352 5.3529 -1.5540 0.021 -0.265 0.344 0.37
H 2.0423 1.8457 -6.4328 0.139 -0.216 0.014 0.38
H 3.5306 1.8305 -8.4191 -0.143 -0.385 0.299 0.37
H 4.5866 -0.2963 -9.1576 -0.085 -0.003 0.278 0.37
H 4.1847 -2.4001 -7.8907 -0.216 0.376 0.195 0.37
H 2.6946 -2.4032 -5.9160 0.133 0.339 -0.024 0.32
H 0.0317 -2.7238 -4.2398 0.198 -0.068 0.261 0.38
H 0.6518 -4.8782 -3.1561 0.161 0.250 0.039 0.43
H 2.7513 -5.0537 -1.8126 -0.067 0.315 -0.256 0.39
H 4.2471 -3.0608 -1.6045 -0.287 0.009 -0.164 0.40
H 3.6248 -0.9198 -2.6589 -0.151 -0.328 0.022 0.37
O -5.3749 -1.5797 1.5243 -0.235 -0.117 0.854 -0.67
C -4.5401 -1.7031 2.4151 1.375 -0.231 -1.331 0.92
O -3.2931 -1.2831 2.3346 -1.701 -0.779 0.814 -0.69
C -4.9016 -2.4615 3.7266 -0.211 -0.498 0.561 -0.05
C -3.9000 -3.1198 4.4664 0.255 0.340 0.414 -0.42
C -4.0581 -3.3796 5.8369 -1.640 0.543 -1.184 -0.01
C -5.2894 -3.1295 6.4497 -0.145 0.523 0.079 -0.04
C -6.3784 -2.7007 5.6780 2.151 -0.471 -1.020 -0.03
C -6.2103 -2.5030 4.2756 0.255 0.042 0.541 -0.46
N -7.5877 -2.3216 6.3671 -2.124 0.260 1.330 0.92
O -7.6392 -2.5222 7.6066 0.041 0.436 -2.539 -0.58
O -8.5072 -1.7950 5.7109 1.710 -1.012 1.071 -0.57
N -2.9588 -3.7717 6.6726 1.693 -0.862 1.822 0.95
O -1.7830 -3.7281 6.2486 -2.415 -0.264 0.333 -0.56
O -3.2472 -4.1023 7.8405 0.681 0.452 -1.845 -0.60
H -3.0015 -3.4817 3.9828 0.280 0.728 -0.028 0.45
H -5.3807 -3.2048 7.5236 -0.066 -0.052 -0.101 0.57
H -7.0947 -2.4919 3.6409 0.257 0.984 0.034 0.47
```
Positions in Å, forces in eV/Å.

- Net charge: 0
- ΔE to the lowest compared entry with this formula, charge and spin: 0.0 kJ/mol
- Strongest force on any atom: 2.63 eV Å⁻¹
- Multiplicity: 2
- ⟨S²⟩: 0.764
- HOMO (alpha / beta): -6.390 / -6.390 eV
- Frontier orbital gap (alpha / beta): 0.199 / 0.050 hartree